<w>
One molecule with the formula C4H3NO2. Source: the OMol25 dataset; level of theory: wB97M-V/def2-TZVPD.

The geometry in XYZ format:
```
10
C4H3NO2, DFT wB97M-V/def2-TZVPD
C 0.0200 -0.4128 -0.1052
H -1.5821 -0.0294 1.3885
N 0.4957 -0.0939 -2.6569
O -2.0372 0.8291 -0.3892
H 0.0175 -1.4756 0.1662
O 1.4097 -0.1361 1.8257
H 1.6205 1.1246 0.2508
C -1.3299 0.1841 0.3327
C 0.2548 -0.2427 -1.5365
C 1.1311 0.2527 0.7238
```

Properties
2S+1 = 1
Charge = 0
SMILES = N#CC(C=O)C=O
LUMO level = -0.0142 Ha

=====

<x>
C4H3NO2 as an isolated structure. Source: the OMol25 dataset; level of theory: wB97M-V/def2-TZVPD.

The geometry in XYZ format:
```
10
C4H3NO2, DFT wB97M-V/def2-TZVPD
C 1.5852 0.0871 0.0907
H -1.0202 -1.6228 0.2740
H 0.1535 -0.4209 1.4385
O -0.3785 2.2571 -0.1523
N 2.6984 0.4559 -0.2900
H -0.3139 -1.0131 -1.4523
C -0.7173 -0.9091 -0.3192
O -1.6523 0.2241 -0.1697
C -0.5651 1.0262 0.1708
C 0.2102 -0.0845 0.4096
```

Properties
2S+1 = 1
Charge = 0
LUMO level = 0.0061 Ha

=====

<y>
One molecule with the formula C4H3NO2. Source: the OMol25 dataset; level of theory: wB97M-V/def2-TZVPD.

The geometry in XYZ format:
```
10
C4H3NO2, DFT wB97M-V/def2-TZVPD
O 1.5269 -0.0602 -0.2898
H 1.6455 -1.9991 -0.3096
O -2.9867 0.2318 -0.3741
C -0.3262 -1.5054 0.2618
C 0.5972 0.9843 0.1688
H 0.3541 1.5545 -0.6690
C -1.8390 0.2833 -0.0710
H 0.8632 1.5864 0.9941
N 0.8491 -1.3644 -0.2072
C -0.6842 0.2889 0.4960
```

Properties
2S+1 = 1
Charge = 0
LUMO level = 0.0076 Ha

=====

Stability ranking, top entry: <w>; the second entry is 0.0759 hartree less favorable.

=====

<w>
C4H3NO2 as an isolated structure. Source: the OMol25 dataset; level of theory: wB97M-V/def2-TZVPD.

The geometry in XYZ format:
```
10
C4H3NO2, DFT wB97M-V/def2-TZVPD
O -0.5590 0.5510 1.8943
H -1.4162 -0.2688 -1.2103
C -1.1361 0.5886 0.8216
C 1.4291 0.2033 -0.4481
N 0.1102 -1.2284 -0.1637
O 1.8696 0.7641 0.4624
H -1.9477 1.3183 0.6237
C -0.7883 -0.2188 -0.3269
H 1.3206 0.1676 -1.5202
C 1.1178 -1.8771 -0.1329
```

Properties
2S+1 = 1
Charge = 0
LUMO level = -0.0037 Ha

=====

<x>
One molecule with the formula C4H3NO2. Source: the OMol25 dataset; level of theory: wB97M-V/def2-TZVPD.

The geometry in XYZ format:
```
10
C4H3NO2, DFT wB97M-V/def2-TZVPD
H 0.0337 0.1697 -1.4727
N -0.8052 1.2894 0.0331
H 2.0123 -0.6305 -0.2038
C -1.4429 2.1981 0.4208
O 1.7377 0.9435 1.0417
H -1.8789 -1.0314 0.0823
O -0.1946 -2.1502 0.2427
C -0.7775 -1.1246 0.0232
C 1.3666 0.1653 0.2085
C -0.0511 0.1705 -0.3758
```

Properties
2S+1 = 1
Charge = 0
LUMO level = 0.0045 Ha

=====

Stability ranking, top entry: <x>; the second entry is 0.0989 hartree less favorable.

=====

<w>
One molecule with the formula C5H7NOS. Source: the OMol25 dataset; level of theory: wB97M-V/def2-TZVPD.

The geometry in XYZ format:
```
15
C5H7NOS, DFT wB97M-V/def2-TZVPD
H 1.1836 -2.7437 1.0967
C -0.2885 -1.8958 -0.0973
H 1.3709 1.8128 -0.0400
C 0.7622 -1.9162 0.7263
H -1.6187 -0.1480 0.2866
S 2.5891 -0.1669 1.7488
H -0.2355 0.1310 -2.0084
C 1.2064 -0.5476 0.9319
H -1.0223 -2.7178 -0.4907
O -1.0062 -0.0034 -1.5354
H 0.3268 2.2110 1.3156
H -0.3657 2.1177 -0.3264
N 0.3223 0.2624 0.3861
C -0.7656 -0.4761 -0.2318
C 0.4396 1.6739 0.3805
```

Properties
2S+1 = 1
Charge = 0
SMILES = CN1C(=S)C=C[C@@H]1O
LUMO level = -0.0019 Ha

=====

<x>
C5H7NOS as an isolated structure. Source: the OMol25 dataset; level of theory: wB97M-V/def2-TZVPD.

The geometry in XYZ format:
```
15
C5H7NOS, DFT wB97M-V/def2-TZVPD
H -0.4329 1.7463 0.5616
C 1.3328 0.1603 -1.0794
H -0.5411 -0.8708 -1.1682
N -2.6485 0.6953 1.7478
H 1.4804 -0.2699 -2.0850
C -0.1898 0.1039 -0.7730
H 1.8847 1.2103 -0.9779
H 3.1280 -0.8673 -0.3099
H 1.6248 -1.8804 -0.3394
S -3.7846 -0.2679 0.0584
C -2.1815 0.4909 0.6494
O -2.8771 0.4838 2.8864
C 2.0481 -0.8608 -0.1742
H 1.9900 -0.6983 0.8948
C -0.8333 0.8246 0.1085
```

Properties
2S+1 = 1
Charge = 0
LUMO level = -0.0275 Ha

=====

Stability ranking, top entry: <w>; the second entry is 0.1485 hartree less favorable.

=====

<w>
One molecule with the formula C11H16N4O3. Source: the OMol25 dataset; level of theory: wB97M-V/def2-TZVPD.

The geometry in XYZ format:
```
34
C11H16N4O3, DFT wB97M-V/def2-TZVPD
H -1.7712 1.8342 2.0736
O -2.5870 -2.9647 -0.4637
H 1.5028 1.3200 0.6639
H 0.3345 2.4706 3.2563
H 1.7097 -2.6262 -3.1092
C -0.5817 3.4501 1.2116
C 1.4757 -1.7270 -1.0157
H 1.4525 3.9242 0.1938
C 0.9263 3.4926 1.1807
H -0.3640 -0.6493 1.4962
C 1.3559 2.0661 1.5143
H -0.3608 -3.1121 -1.3371
H 0.3222 -2.4793 0.5001
C 3.4084 -0.8217 -0.6505
H -1.0097 -0.3994 -1.5724
O -3.5209 -0.9625 -0.9051
C -1.0607 -1.1142 -0.6676
H 1.5419 3.9888 2.0150
C -2.4108 -1.7406 -0.6628
N -0.8320 -0.2409 0.6204
C -1.1860 1.1121 0.4890
N 0.3787 1.5461 2.4321
N 3.4712 -1.3349 -1.9359
H 2.3857 2.0847 1.9378
H -3.3348 0.0056 -0.6367
H -0.9222 4.3015 1.9527
H 4.2154 -0.1899 -0.1482
H 4.2904 -1.7091 -2.5175
N 2.1753 -1.0212 -0.0755
O -2.1349 1.4275 -0.2929
H -1.0897 3.7744 0.1194
C 2.1948 -1.9055 -2.1795
C -0.7879 1.9067 1.6555
C 0.1138 -2.2493 -0.6887
```

Properties
2S+1 = 1
Charge = 0
SMILES = O=C(O)[C@H](Cc1c[nH]cn1)NC(=O)[C@@H]1CCCN1
LUMO level = 0.0202 Ha

=====

<x>
One molecule with the formula C11H16N4O3. Source: the OMol25 dataset; level of theory: wB97M-V/def2-TZVPD.

The geometry in XYZ format:
```
34
C11H16N4O3, DFT wB97M-V/def2-TZVPD
N 0.1776 -1.3394 -1.1509
C 0.2044 4.0797 1.9812
H 2.4113 -0.0448 1.0319
H -0.0774 2.4286 -0.2914
C 0.3137 3.0812 3.9054
O -1.2096 -1.3683 -4.3857
C 0.6614 -0.0221 -0.9779
H -2.8855 -0.6894 -2.8037
H 0.5162 -4.0634 -2.4360
H 1.6934 2.2899 -0.2361
N -0.0159 4.2264 3.3265
H -0.4693 0.3821 0.9107
N 0.5774 2.1168 3.0640
H 0.2844 -3.9009 -0.1138
C -1.1288 -1.3397 -3.1562
C 0.0577 -1.8548 -2.4428
C -0.3143 -3.3970 -2.1404
C -0.5199 -3.4524 -0.6738
H 0.9103 -1.7293 -3.0699
H -1.1707 -3.6772 -2.7033
H -1.4580 -3.9322 -0.3280
C 0.7448 2.0653 0.4030
O 0.9404 0.6139 -1.9745
H -0.0268 -2.0144 0.9303
N 1.4397 -0.1690 1.3519
C 0.5749 2.7544 1.7994
H -1.7094 -1.6019 -0.1653
H 0.2666 4.8705 1.2732
H 1.4880 0.1713 2.2888
C -0.6162 -1.9957 -0.0941
H 0.2981 2.8559 4.9674
H -0.4539 4.9872 3.8099
O -2.0336 -0.8690 -2.3432
C 0.5288 0.5376 0.4433
```

Properties
2S+1 = 1
Charge = 0
SMILES = N[C@@H](Cc1c[nH]cn1)C(=O)N1CCC[C@H]1C(=O)O
LUMO level = 0.0232 Ha

=====

<y>
One molecule with the formula C11H16N4O3. Source: the OMol25 dataset; level of theory: wB97M-V/def2-TZVPD.

The geometry in XYZ format:
```
34
C11H16N4O3, DFT wB97M-V/def2-TZVPD
H 1.2668 -2.7753 -0.3059
H 4.9743 0.1933 0.9399
C 1.3534 -1.0641 -1.4206
H -3.4086 2.2065 1.0615
C 4.0377 0.1907 0.3280
C 0.5811 -1.6181 1.2085
H -0.8194 2.5478 -0.2623
N -0.7448 -2.2514 -0.7868
H -2.3588 3.1244 -0.7115
H -3.4440 0.0225 0.8714
H -2.6247 0.6657 -1.4882
C 2.5559 1.2721 -0.7668
C 2.3998 -0.1406 -0.9061
N 3.3518 -0.7301 -0.2179
H -2.3703 -0.1790 2.1366
H -0.5950 -0.1334 0.5583
N 3.6802 1.4661 -0.0233
O 1.5372 -1.4607 1.9332
C 0.6189 -1.9052 -0.4110
H -0.3570 -1.7863 2.7398
O -0.7555 -1.5796 1.8557
C -1.6035 -0.1274 -0.0102
C -1.7907 -1.3985 -0.8685
H 1.9491 -1.8397 -1.9392
C -1.8461 2.2220 -0.3257
H -1.9526 2.5665 1.8264
C -2.5367 0.3846 1.1987
C -2.3860 1.8650 1.0530
O -2.7843 -1.5955 -1.5644
H -0.7571 -3.0203 -1.4565
H 4.0542 2.3719 -0.0670
H 2.0393 2.1063 -1.1730
N -1.7793 0.9627 -1.0297
H 0.5147 -0.5632 -1.9764
```

Properties
2S+1 = 1
Charge = 0
SMILES = O=C(O)[C@H](Cc1c[nH]cn1)NC(=O)[C@@H]1CCCN1
LUMO level = 0.0256 Ha

=====

Stability ranking, top entry: <x>; the second entry is 0.0877 hartree less favorable.